Formula: C34H41N15ORhS2
Source: the OMol25 dataset
Level of theory: wB97M-V/def2-TZVPD

Calculated values
multiplicity	5
HOMO level (spin up / spin down)	-3.8 / -4.5	eV
lowest unoccupied orbital energy (spin up / spin down)	2.195 / 2.187	eV
gap between HOMO and LUMO (spin up / spin down)	6.0 / 6.7	eV
energy relative to the best compared isomer or geometry (same formula, charge and spin)	0.000	eV
charge	-1

Each line ends with the Mulliken spin population.
Element x y z (Å)
Rh: 0.616 0.621 -0.881  2.074
C: 1.374 0.338 4.491  0.006
N: 2.414 0.129 3.495  0.020
C: 3.724 -0.238 3.759  0.000
C: 4.339 -0.408 2.591  0.001
N: 3.401 -0.154 1.575  0.003
C: 2.177 0.146 2.151  0.007
S: 0.662 0.431 1.518  0.108
C: 3.798 -0.148 0.203  0.016
C: 5.152 0.040 -0.061  -0.009
C: 5.615 -0.142 -1.350  0.008
C: 4.713 -0.507 -2.328  -0.006
C: 3.376 -0.577 -1.981  0.002
N: 2.908 -0.359 -0.746  0.014
H: 1.854 0.533 5.447  0.000
H: 0.734 -0.541 4.563  -0.005
H: 0.763 1.188 4.195  0.001
H: 4.095 -0.359 4.763  0.000
H: 5.340 -0.735 2.383  0.001
H: 5.825 0.348 0.726  0.000
H: 6.662 0.008 -1.582  0.000
H: 5.016 -0.699 -3.349  0.000
H: 2.631 -0.780 -2.737  0.007
N: -2.124 -0.194 -3.025  0.001
C: -0.869 -0.077 -3.603  0.006
N: -0.694 -0.273 -4.900  0.003
N: 0.610 -0.005 -5.104  0.006
N: 1.173 0.333 -3.988  0.000
N: 0.248 0.294 -2.990  0.099
C: -2.420 -0.137 -1.680  0.010
N: -3.635 -0.356 -1.202  0.000
N: -3.482 -0.275 0.141  0.014
N: -2.248 -0.011 0.432  0.005
N: -1.535 0.081 -0.719  0.063
H: -2.861 -0.474 -3.646  0.000
C: 3.560 3.120 0.320  -0.006
C: 3.340 3.898 -0.980  0.057
C: 3.522 3.011 -2.219  0.034
C: 2.002 4.615 -0.968  0.154
C: 2.017 5.998 -0.932  -0.135
C: 0.846 6.747 -0.931  0.201
C: -0.373 6.081 -0.982  -0.133
C: -0.461 4.700 -1.027  0.161
C: -1.845 4.080 -1.074  0.052
C: -2.045 3.177 -2.294  0.022
C: -2.161 3.353 0.239  0.012
C: 0.744 3.909 -0.991  0.116
N: 0.701 2.572 -0.969  1.020
H: 4.557 2.664 0.337  0.001
H: 2.805 2.338 0.413  0.013
H: 3.467 3.782 1.187  -0.005
H: 4.103 4.680 -1.029  -0.001
H: 2.759 2.236 -2.267  -0.017
H: 4.506 2.532 -2.205  0.001
H: 3.445 3.610 -3.131  -0.006
H: 2.978 6.504 -0.915  -0.002
H: 0.884 7.830 -0.905  0.016
H: -1.295 6.655 -0.993  -0.001
H: -2.548 4.911 -1.172  -0.001
H: -1.348 2.345 -2.278  -0.008
H: -1.880 3.734 -3.221  -0.006
H: -3.062 2.775 -2.307  0.001
H: -1.434 2.568 0.433  -0.006
H: -3.153 2.894 0.203  0.001
H: -2.134 4.055 1.079  -0.005
C: -4.914 -3.691 -0.554  0.000
C: -3.802 -4.471 -1.263  0.000
C: -2.478 -3.716 -1.362  0.000
N: -1.984 -3.398 -0.026  0.006
C: -0.722 -3.040 0.231  0.023
S: 0.434 -2.766 -0.922  -0.006
N: -0.392 -2.797 1.571  0.000
C: -1.018 -3.022 2.778  0.000
O: -0.632 -2.427 3.762  0.001
C: -2.122 -4.032 2.905  0.001
C: -3.238 -3.681 3.650  0.000
C: -4.275 -4.589 3.824  0.000
C: -4.179 -5.860 3.277  0.000
C: -3.041 -6.228 2.571  0.000
C: -2.015 -5.315 2.381  0.000
H: -5.889 -4.145 -0.747  0.000
H: -4.942 -2.655 -0.896  0.000
H: -4.773 -3.683 0.533  0.000
H: -4.112 -4.702 -2.284  0.000
H: -3.633 -5.422 -0.746  0.000
H: -2.603 -2.807 -1.948  -0.001
H: -1.724 -4.320 -1.860  -0.001
H: -2.687 -3.092 0.632  0.000
H: 0.403 -2.179 1.653  -0.004
H: -3.289 -2.685 4.074  0.000
H: -5.155 -4.303 4.386  0.000
H: -4.990 -6.568 3.404  0.000
H: -2.955 -7.227 2.161  0.000
H: -1.125 -5.599 1.833  0.000

***

Formula: C34H41NNiOSi2
Source: the OMol25 dataset
Level of theory: wB97M-V/def2-TZVPD

Calculated values
multiplicity	1
HOMO level (spin up / spin down)	0.7 / 0.7	eV
lowest unoccupied orbital energy (spin up / spin down)	4.706 / 4.706	eV
gap between HOMO and LUMO (spin up / spin down)	4.0 / 4.0	eV
charge	-2

Each line ends with the Mulliken charge.
Element x y z (Å)
Ni: 0.500 -0.713 -1.246  -1.047
C: -0.530 -2.319 -0.383  -0.750
Si: 0.008 -1.768 1.231  -0.611
C: 1.741 -0.981 1.304  -0.964
N: 1.796 0.233 0.500  1.376
C: 1.144 1.367 1.187  0.061
C: 1.944 2.656 1.086  -0.813
C: 3.344 2.468 1.668  -0.793
C: 4.015 1.202 1.100  -0.791
C: 3.133 0.563 0.025  -1.157
C: 0.259 -3.157 2.577  0.492
C: -0.633 -3.434 3.616  -0.142
C: -0.453 -4.509 4.476  -0.652
C: 0.640 -5.353 4.319  -0.389
C: 1.542 -5.109 3.289  -0.650
C: 1.345 -4.032 2.438  -0.417
C: -1.278 -0.634 2.063  0.441
C: -1.130 -0.144 3.360  0.195
C: -2.092 0.661 3.954  -0.886
C: -3.248 0.984 3.256  -0.556
C: -3.425 0.496 1.967  -0.434
C: -2.449 -0.297 1.383  -0.146
H: -1.616 -2.340 -0.490  0.412
H: -0.103 -3.261 -0.730  0.539
H: 2.406 -1.712 0.831  0.709
H: 2.111 -0.830 2.340  0.176
H: 1.024 1.126 2.254  -0.102
H: 0.145 1.505 0.771  -0.492
H: 1.403 3.443 1.620  0.511
H: 1.988 2.981 0.044  0.221
H: 3.258 2.387 2.758  0.329
H: 3.955 3.356 1.474  0.434
H: 4.196 0.473 1.896  0.253
H: 4.994 1.439 0.668  0.428
H: 3.570 -0.351 -0.373  0.368
H: 3.027 1.242 -0.827  0.366
H: -1.496 -2.793 3.760  0.261
H: -1.169 -4.689 5.272  0.355
H: 0.786 -6.195 4.989  0.325
H: 2.398 -5.762 3.147  0.377
H: 2.057 -3.876 1.635  0.285
H: -0.237 -0.394 3.925  0.471
H: -1.938 1.040 4.959  0.370
H: -4.003 1.617 3.710  0.344
H: -4.319 0.750 1.407  0.315
H: -2.569 -0.645 0.365  0.020
C: 3.819 -2.595 -2.917  -1.035
O: 2.969 -1.954 -1.994  -0.071
C: 1.697 -1.433 -2.351  0.826
C: 1.374 -1.684 -3.820  -1.340
H: 4.027 -1.967 -3.789  0.359
H: 3.407 -3.551 -3.260  0.299
H: 4.752 -2.784 -2.380  0.241
H: 1.549 -2.717 -4.159  0.404
H: 1.983 -1.020 -4.455  0.261
H: 0.330 -1.435 -3.989  0.274
C: -1.055 5.318 -0.156  -0.440
C: -0.154 5.138 -1.196  -0.530
C: -0.059 3.910 -1.836  -0.251
C: -0.841 2.807 -1.471  0.011
C: -1.733 3.022 -0.413  0.055
C: -1.850 4.244 0.229  -0.535
Si: -0.546 1.053 -2.258  0.428
C: -2.267 0.770 -3.096  -0.075
C: -2.404 0.683 -4.487  -0.215
C: -3.618 0.402 -5.100  -0.533
C: -4.759 0.209 -4.335  -0.365
C: -4.656 0.287 -2.952  -0.669
C: -3.433 0.547 -2.356  0.134
H: -1.134 6.275 0.351  0.334
H: 0.482 5.961 -1.513  0.317
H: 0.648 3.793 -2.651  0.270
H: -2.337 2.195 -0.057  0.050
H: -2.553 4.352 1.050  0.380
H: 0.144 1.603 -3.513  -0.564
H: -1.526 0.847 -5.103  0.248
H: -3.672 0.339 -6.183  0.339
H: -5.712 -0.006 -4.808  0.321
H: -5.534 0.131 -2.333  0.363
H: -3.378 0.570 -1.274  0.069

***

Formula: C34H42BF13N3O29P2S
Source: the OMol25 dataset
Level of theory: wB97M-V/def2-TZVPD

Calculated values
multiplicity	1
HOMO level	-11.1	eV
lowest unoccupied orbital energy	-6.037	eV
gap between HOMO and LUMO	5.0	eV
charge	+1

Each line ends with the Mulliken charge.
Element x y z (Å)
C: -6.346 -0.294 1.653  -1.060
C: -4.944 -0.127 1.996  -0.364
C: -3.950 0.144 0.766  -0.962
C: -2.475 0.721 1.064  2.014
C: -2.757 1.868 2.129  -1.048
C: -1.595 2.749 2.751  -0.368
C: -2.015 1.238 -0.453  -1.159
P: -2.909 0.455 -1.990  0.363
O: -2.771 -1.078 -2.064  -0.708
N: -0.498 1.485 -0.597  0.685
P: -0.049 3.226 -0.543  0.525
N: 1.192 3.584 0.416  -0.693
O: 0.398 3.945 -2.028  -0.323
O: -1.311 4.283 0.026  -0.436
S: 0.358 0.877 -2.002  0.772
O: 0.178 -0.611 -2.298  -0.547
O: -0.084 1.444 -3.353  -0.615
C: 2.221 1.125 -1.981  0.890
F: 2.837 -0.063 -2.540  -0.206
F: 2.669 2.191 -2.838  -0.199
F: 2.804 1.282 -0.705  -0.154
C: -0.035 0.508 0.508  -0.406
F: 0.672 1.029 1.656  -0.251
C: -1.225 -0.345 1.272  0.408
B: -0.732 -0.690 2.816  0.284
C: -1.590 -0.416 4.184  -0.679
O: 0.515 -1.415 3.102  -0.710
N: -1.593 -1.705 0.775  0.807
C: -2.100 -2.670 1.749  0.297
O: -1.486 -3.775 1.933  -0.519
F: -3.337 -2.633 2.453  -0.141
C: -0.536 -2.472 0.086  0.466
O: -0.887 -3.157 -0.916  -0.470
F: 0.828 -2.606 0.458  -0.233
H: -6.991 -1.155 2.015  0.173
H: -6.835 0.455 0.915  0.196
H: -4.681 -0.150 3.105  0.336
H: -4.513 0.998 0.205  0.585
H: -3.974 -0.858 0.197  0.402
H: -3.526 2.594 1.641  0.575
H: -3.286 1.526 3.107  0.242
H: -2.075 3.753 3.094  0.475
H: -1.206 2.283 3.740  -0.004
H: -0.688 3.022 2.142  -0.605
H: -2.685 2.199 -0.452  0.579
H: -2.603 1.153 -3.209  0.168
H: -4.350 0.667 -1.896  0.131
H: 0.884 4.232 1.168  0.237
H: -0.476 4.084 -2.499  0.344
H: -2.030 4.293 -0.654  0.326
H: 0.847 -0.134 0.099  0.408
H: -2.731 -0.345 4.003  0.158
H: -1.172 0.428 4.835  0.305
H: -1.471 -1.380 4.828  0.425
H: 0.353 -2.386 3.112  0.346
C: 5.922 0.593 -1.974  0.579
C: 6.843 1.719 -1.681  0.475
O: 8.085 1.086 -1.456  -0.319
C: 8.045 -0.050 -2.211  0.538
O: 9.008 -0.708 -2.489  -0.527
O: 6.773 -0.341 -2.618  -0.338
F: 6.477 2.358 -0.543  -0.310
H: 5.506 0.141 -1.068  0.185
H: 5.100 0.892 -2.626  -0.612
H: 6.941 2.439 -2.497  0.307
C: 3.557 2.273 -6.952  -0.479
C: 4.356 1.032 -6.713  0.364
O: 5.368 1.466 -5.827  -0.291
C: 4.819 2.493 -5.124  0.699
O: 5.279 2.935 -4.103  -0.495
O: 3.681 2.957 -5.713  -0.295
F: 4.937 0.602 -7.854  -0.287
H: 3.970 2.893 -7.752  0.294
H: 2.512 2.058 -7.179  0.278
H: 3.791 0.215 -6.253  0.232
C: -2.282 -6.283 -0.421  0.100
C: -3.717 -6.701 -0.399  0.330
O: -3.872 -7.392 -1.620  -0.323
C: -2.644 -7.918 -1.896  0.575
O: -2.449 -8.783 -2.700  -0.501
O: -1.667 -7.342 -1.139  -0.350
F: -4.538 -5.622 -0.408  -0.282
H: -2.124 -5.342 -0.957  -0.042
H: -1.860 -6.191 0.581  0.231
H: -3.980 -7.361 0.433  0.274
C: 2.587 2.475 3.832  -0.124
C: 3.165 3.728 4.406  0.222
O: 2.039 4.573 4.539  -0.314
C: 0.982 3.738 4.736  0.590
O: -0.088 4.093 5.156  -0.532
O: 1.287 2.450 4.406  -0.167
F: 4.033 4.302 3.542  -0.293
H: 2.503 2.509 2.742  -0.014
H: 3.157 1.587 4.112  0.306
H: 3.645 3.598 5.381  0.317
C: -6.981 3.098 -4.979  -0.453
C: -6.995 2.331 -3.696  0.296
O: -5.624 2.241 -3.360  -0.172
C: -5.047 3.351 -3.896  0.535
O: -3.956 3.756 -3.590  -0.499
O: -5.855 3.950 -4.811  -0.316
F: -7.476 1.082 -3.882  -0.270
H: -6.824 2.458 -5.852  0.291
H: -7.894 3.677 -5.128  0.286
H: -7.541 2.821 -2.884  0.294
C: 11.171 -1.909 -0.187  -0.342
C: 9.877 -1.999 0.548  0.633
O: 10.254 -1.821 1.898  -0.337
C: 11.371 -1.039 1.859  0.614
O: 11.820 -0.459 2.806  -0.513
O: 11.910 -0.992 0.606  -0.322
F: 9.327 -3.230 0.415  -0.304
H: 11.702 -2.865 -0.226  0.284
H: 11.045 -1.536 -1.205  0.224
H: 9.147 -1.234 0.267  0.044
C: -6.251 -4.362 4.063  -0.277
C: -6.580 -4.064 5.490  0.275
O: -6.420 -2.662 5.573  -0.312
C: -6.702 -2.191 4.328  0.674
O: -6.934 -1.040 4.077  -0.548
O: -6.696 -3.189 3.398  -0.267
F: -5.690 -4.648 6.326  -0.295
H: -5.177 -4.489 3.895  0.129
H: -6.771 -5.246 3.691  0.273
H: -7.598 -4.336 5.784  0.312

***

Which of these has the highest multiplicity?
C34H41N15ORhS2